The following is a DFT calculation (the ωB97M-V functional and the def2-TZVPD basis) of a molecular structure, C31H37BBr2N13O11P2SSn at a distorted geometry.

Summary:
Energy ... -250652.6897 eV
ΔE to the lowest compared entry with this formula, charge and spin ... 1.2699 eV
Gap between HOMO and LUMO (alpha / beta) ... 0.2481 / 0.1600 hartree
Lowest unoccupied orbital energy (alpha / beta) ... -1.07 / -3.46 eV
F_max ... 0.0289 hartree/bohr
Expectation value of S² ... 0.7843
E_HOMO (alpha / beta) ... -7.82 / -7.82 eV

```
! wB97M-V def2-TZVPD RIJCOSX def2/J DEFGRID3
* xyz 0 2
Sn 0.519 -0.740 0.198
C 0.371 3.407 -2.160
C -0.304 2.574 -1.268
N 0.558 1.931 -0.497
N 1.781 2.333 -0.849
C 1.701 3.205 -1.867
B 3.049 1.730 -0.238
N 3.349 0.448 -1.015
C 4.508 -0.165 -1.272
C 4.242 -1.283 -2.040
C 2.860 -1.270 -2.202
N 2.337 -0.223 -1.584
N 2.826 1.438 1.260
C 3.616 1.789 2.285
C 3.064 1.295 3.449
C 1.907 0.645 3.025
N 1.784 0.748 1.710
N 4.199 2.735 -0.341
C 4.132 4.078 -0.199
C 5.415 4.577 -0.221
C 6.220 3.441 -0.364
N 5.473 2.360 -0.424
H -0.033 4.061 -2.906
H -1.359 2.432 -1.142
H 2.567 3.640 -2.322
H 5.434 0.236 -0.913
H 4.935 -2.001 -2.425
H 2.223 -1.940 -2.749
H 4.520 2.352 2.151
H 3.445 1.393 4.447
H 1.162 0.125 3.599
H 3.191 4.580 -0.101
H 5.728 5.599 -0.145
H 7.287 3.370 -0.419
N 2.543 -3.191 3.567
C 2.184 -3.950 2.346
C 2.537 -5.406 2.444
P 3.283 -3.048 1.129
O 3.306 -3.932 -0.180
O 4.577 -3.065 1.853
O 2.633 -1.714 0.888
P 0.337 -3.722 2.304
O -0.102 -4.572 1.035
O -0.106 -4.302 3.585
O 0.067 -2.252 2.067
H 3.579 -3.070 3.513
H 2.165 -3.623 4.416
H 2.103 -2.268 3.433
H 3.604 -5.545 2.618
H 2.287 -5.880 1.496
H 1.948 -5.887 3.224
H 2.523 -3.736 -0.720
H 0.217 -4.065 0.269
Br 1.687 -6.079 -1.959
C 0.184 -5.095 -2.541
C -0.677 -5.657 -3.471
C -1.805 -4.971 -3.860
Br -2.933 -5.768 -5.158
C -2.120 -3.694 -3.329
C -3.279 -2.959 -3.635
C -3.462 -1.719 -3.075
C -2.493 -1.221 -2.195
N -1.419 -1.899 -1.869
C -1.215 -3.105 -2.408
C -0.016 -3.805 -1.981
O 0.782 -3.298 -1.147
H -0.458 -6.634 -3.880
H -4.009 -3.381 -4.308
H -4.339 -1.134 -3.301
H -2.602 -0.247 -1.738
C -5.799 3.932 -2.585
C -5.039 4.509 -1.412
S -4.639 3.145 -0.273
O -3.547 2.383 -0.820
O -5.834 2.426 0.054
C -4.042 3.981 1.255
C -4.056 2.963 2.386
N -3.358 1.762 1.998
C -2.024 1.632 1.812
N -1.723 0.454 1.305
C -2.880 -0.203 1.119
C -3.925 0.590 1.537
N -5.290 0.249 1.614
O -5.670 -0.645 0.892
O -5.976 0.827 2.437
C -1.037 2.677 2.154
H -6.072 4.714 -3.289
H -6.702 3.442 -2.229
H -5.184 3.194 -3.091
H -5.638 5.221 -0.854
H -4.089 4.949 -1.704
H -4.719 4.804 1.460
H -3.041 4.341 1.037
H -5.087 2.681 2.616
H -3.590 3.375 3.285
H -2.919 -1.200 0.729
H -1.310 3.198 3.069
H -0.957 3.396 1.340
H -0.067 2.202 2.263
*
```

The following is a DFT calculation (the ωB97M-V functional and the def2-TZVPD basis) of a molecular structure, C31H37BNO2 at a distorted geometry.

Summary:
Energy ... -38999.6857 eV
Gap between HOMO and LUMO ... 0.2571 hartree
Lowest unoccupied orbital energy ... -2.82 eV
F_max ... 0.0592 hartree/bohr
E_HOMO ... -9.82 eV

```
! wB97M-V def2-TZVPD RIJCOSX def2/J DEFGRID3
* xyz 1 1
C 4.669 5.790 -2.232
O 4.716 4.372 -1.936
C 3.532 3.721 -1.810
C 3.585 2.333 -1.522
C 2.405 1.622 -1.493
C 1.154 2.237 -1.714
C -0.036 1.398 -1.351
C -1.498 1.764 -1.329
C -2.468 0.801 -1.633
C -3.743 0.882 -1.095
C -4.062 2.001 -0.320
O -5.410 2.198 0.001
C -6.138 3.019 -0.850
C -7.444 2.619 -1.162
C -8.131 3.294 -2.171
C -7.557 4.414 -2.788
C -6.278 4.833 -2.425
C -5.562 4.147 -1.445
C -3.118 2.973 0.011
C -1.853 2.879 -0.564
C 1.111 3.606 -1.992
C 2.286 4.362 -2.022
H 5.715 6.073 -2.359
H 4.106 5.986 -3.159
H 4.217 6.338 -1.392
H 4.552 1.872 -1.331
H 2.447 0.547 -1.280
H 0.131 0.366 -1.694
H -2.222 -0.041 -2.285
H -4.499 0.122 -1.294
H -7.877 1.761 -0.644
H -9.124 2.954 -2.468
H -8.108 4.966 -3.551
H -5.810 5.701 -2.890
H -4.563 4.458 -1.156
H -3.388 3.817 0.649
H -1.119 3.662 -0.359
H 0.162 4.100 -2.211
H 2.237 5.438 -2.211
C -0.797 -3.782 2.310
C 0.220 -3.721 1.186
N 1.667 -3.621 1.556
C 2.195 -4.509 2.617
C 2.317 -5.886 2.507
C 2.848 -6.588 3.611
C 3.255 -5.923 4.765
C 3.122 -4.536 4.854
C 2.594 -3.853 3.771
C 2.448 -3.592 0.246
C 3.896 -3.180 0.415
C 1.802 -2.639 -0.771
B 1.930 -2.339 2.573
H 0.114 1.338 -0.287
H -1.751 -4.109 1.863
H -0.502 -4.481 3.106
H -0.971 -2.783 2.725
H 0.079 -4.544 0.464
H 0.043 -2.786 0.621
H 2.019 -6.384 1.577
H 2.939 -7.669 3.526
H 3.679 -6.469 5.602
H 3.440 -4.003 5.749
H 2.525 -2.723 3.862
H 2.372 -4.604 -0.164
H 4.412 -3.408 -0.528
H 3.989 -2.099 0.570
H 4.399 -3.702 1.234
H 2.504 -2.514 -1.621
H 0.853 -2.996 -1.208
H 1.632 -1.626 -0.353
H 0.887 -1.951 2.968
H 2.823 -1.703 2.129
*
```

The following is a DFT calculation (the ωB97M-V functional and the def2-TZVPD basis) of a molecular structure, C31H37CrIN5O3S2 at a distorted geometry.

Summary:
Energy ... -104536.9624 eV
ΔE to the lowest compared entry with this formula, charge and spin ... 1.9547 eV
Gap between HOMO and LUMO (alpha / beta) ... 0.1314 / 0.2260 hartree
Lowest unoccupied orbital energy (alpha / beta) ... 2.25 / 2.18 eV
F_max ... 0.0488 hartree/bohr
Expectation value of S² ... 6.0885
E_HOMO (alpha / beta) ... -1.32 / -3.97 eV

```
! wB97M-V def2-TZVPD RIJCOSX def2/J DEFGRID3
* xyz -1 5
Cr 0.314 -0.023 0.029
O 0.393 0.034 4.055
C 0.874 0.037 2.920
O 0.149 0.019 1.873
C 2.384 0.096 2.787
C 3.064 0.070 4.006
C 4.438 0.029 4.094
C 5.189 0.039 2.927
C 4.548 0.103 1.712
C 3.152 0.115 1.612
S 2.610 0.117 -0.036
H 2.450 0.064 4.895
H 4.922 -0.022 5.060
H 6.269 -0.012 2.962
H 5.112 0.124 0.789
I 0.376 0.052 -2.720
C 0.521 2.259 -2.538
C 0.546 2.983 -3.713
C 0.357 4.362 -3.664
C 0.192 4.985 -2.448
C 0.223 4.250 -1.240
C 0.126 4.903 -0.003
C 0.185 4.170 1.158
C 0.260 2.781 1.113
C 0.294 2.045 -0.064
C 0.336 2.818 -1.263
H 0.727 2.478 -4.649
H 0.335 4.931 -4.585
H 0.051 6.058 -2.391
H 0.034 5.980 0.021
H 0.166 4.665 2.119
H 0.286 2.267 2.062
C 1.784 -4.836 1.662
N 0.824 -4.245 0.767
C 0.022 -4.999 -0.051
C -0.879 -4.360 -0.870
C -0.922 -2.965 -0.858
N -0.076 -2.229 -0.095
C 0.798 -2.849 0.721
O 1.590 -2.238 1.419
N -1.800 -2.260 -1.657
H 1.689 -5.919 1.645
H 1.618 -4.461 2.674
H 2.795 -4.548 1.363
H 0.124 -6.069 0.017
H -1.531 -4.923 -1.520
H -2.534 -2.823 -2.059
H -2.129 -1.399 -1.213
C -3.339 5.546 -3.825
C -3.998 4.275 -4.347
C -4.064 3.177 -3.288
C -2.663 2.686 -2.910
N -2.695 1.582 -1.986
C -2.733 1.638 -0.640
S -2.712 0.184 0.207
N -2.914 2.824 -0.037
C -3.011 2.986 1.394
C -4.182 3.886 1.784
C -5.534 3.175 1.729
C -5.952 2.802 0.312
H -3.437 6.354 -4.546
H -2.281 5.388 -3.638
H -3.812 5.862 -2.898
H -3.438 3.906 -5.208
H -5.012 4.507 -4.684
H -4.645 2.334 -3.666
H -4.583 3.551 -2.404
H -2.076 3.504 -2.488
H -2.141 2.342 -3.805
H -2.555 0.662 -2.375
H -2.634 3.649 -0.549
H -2.081 3.417 1.775
H -3.131 1.995 1.834
H -4.196 4.767 1.136
H -4.009 4.231 2.806
H -6.294 3.826 2.172
H -5.479 2.271 2.338
H -5.919 3.677 -0.334
H -6.966 2.407 0.307
H -5.289 2.043 -0.091
*
```

The following is a DFT calculation (the ωB97M-V functional and the def2-TZVPD basis) of 3 unconnected molecules or ions with the total composition C31H37IN2O4 at a distorted geometry.

Summary:
Energy ... -52018.4412 eV
Gap between HOMO and LUMO ... 0.3214 hartree
SMILES string ... COCCCCCc1cc(CCCN)c2c(c1CC(=O)I)C(=O)NC2=O.c1ccccc1.c1ccccc1
Lowest unoccupied orbital energy ... -0.58 eV
F_max ... 0.0337 hartree/bohr
E_HOMO ... -9.32 eV

```
! wB97M-V def2-TZVPD RIJCOSX def2/J DEFGRID3
* xyz 0 1
C 2.810 -1.470 4.548
O 3.410 -1.110 3.322
C 2.442 -0.603 2.404
C 3.126 0.267 1.385
C 2.174 0.792 0.308
C 1.076 1.693 0.852
C 0.001 2.043 -0.215
C -1.324 1.414 0.154
C -1.784 0.352 -0.621
C -2.968 -0.332 -0.335
C -3.381 -1.494 -1.207
C -2.353 -2.645 -1.097
C -2.006 -3.034 0.353
N -0.786 -2.424 0.915
C -3.694 0.090 0.769
C -3.251 1.168 1.536
C -2.079 1.867 1.261
C -1.614 3.040 2.105
C -2.541 4.223 2.058
O -3.291 4.594 2.865
I -2.361 5.378 0.205
C -4.226 1.322 2.654
O -4.157 1.962 3.653
N -5.346 0.462 2.378
C -4.951 -0.442 1.353
O -5.524 -1.450 1.075
H 2.530 -0.583 5.120
H 3.498 -2.081 5.120
H 1.908 -2.060 4.371
H 1.681 -0.066 2.967
H 1.978 -1.459 1.902
H 3.909 -0.292 0.881
H 3.593 1.114 1.886
H 2.782 1.404 -0.356
H 1.774 -0.037 -0.274
H 1.498 2.605 1.269
H 0.588 1.187 1.680
H -0.150 3.119 -0.218
H 0.308 1.688 -1.190
H -1.221 0.021 -1.482
H -3.415 -1.126 -2.230
H -4.342 -1.886 -0.907
H -1.454 -2.363 -1.641
H -2.768 -3.530 -1.569
H -2.846 -2.765 0.986
H -1.887 -4.113 0.394
H -0.202 -2.044 0.180
H -1.048 -1.625 1.479
H -1.435 2.719 3.128
H -0.676 3.395 1.704
H -5.472 -0.095 3.225
C -5.290 0.604 -5.920
C -4.452 0.739 -7.018
C -3.115 1.063 -6.837
C -2.615 1.255 -5.557
C -3.454 1.126 -4.459
C -4.791 0.799 -4.639
H -6.331 0.346 -6.061
H -4.843 0.592 -8.017
H -2.462 1.166 -7.694
H -1.571 1.506 -5.415
H -3.066 1.282 -3.460
H -5.445 0.698 -3.782
C 7.645 -2.059 -0.454
C 6.510 -2.240 0.326
C 6.439 -1.676 1.592
C 7.505 -0.931 2.079
C 8.642 -0.756 1.302
C 8.711 -1.319 0.035
H 7.698 -2.496 -1.443
H 5.680 -2.823 -0.054
H 5.553 -1.813 2.200
H 7.448 -0.489 3.065
H 9.474 -0.179 1.684
H 9.597 -1.180 -0.571
*
```

The following is a DFT calculation (the ωB97M-V functional and the def2-TZVPD basis) of a molecular structure, C31H37N8O4ReSSe at a distorted geometry.

Summary:
Energy ... -131150.4605 eV
ΔE to the lowest compared entry with this formula, charge and spin ... 0.0000 eV
Gap between HOMO and LUMO (alpha / beta) ... 0.2758 / 0.2311 hartree
Lowest unoccupied orbital energy (alpha / beta) ... -7.30 / -8.13 eV
F_max ... 0.0224 hartree/bohr
Expectation value of S² ... 3.7751
E_HOMO (alpha / beta) ... -14.81 / -14.42 eV

```
! wB97M-V def2-TZVPD RIJCOSX def2/J DEFGRID3
* xyz 3 4
Re 1.058 0.030 0.213
C 1.670 2.987 -1.461
C 1.658 1.792 -2.348
C 1.718 1.947 -3.728
C 1.728 0.844 -4.555
C 1.710 -0.417 -3.984
C 1.656 -0.530 -2.616
N 1.601 0.565 -1.792
C 1.853 -1.796 -1.906
C 2.134 -3.044 -2.430
C 2.588 -4.035 -1.572
C 2.859 -3.737 -0.241
C 2.534 -2.481 0.227
N 1.931 -1.600 -0.584
C 2.927 -1.847 1.494
C 3.577 -2.501 2.515
C 4.014 -1.769 3.609
C 3.839 -0.399 3.611
C 3.191 0.222 2.552
C 3.049 1.714 2.496
N 2.696 -0.499 1.532
H 2.253 3.788 -1.916
H 0.660 3.358 -1.297
H 2.093 2.752 -0.488
H 1.766 2.947 -4.137
H 1.782 0.961 -5.630
H 1.759 -1.305 -4.600
H 2.037 -3.235 -3.490
H 2.808 -5.023 -1.955
H 3.343 -4.461 0.399
H 3.765 -3.564 2.447
H 4.513 -2.262 4.434
H 4.220 0.206 4.423
H 3.901 2.190 2.979
H 2.999 2.048 1.460
H 2.139 2.036 3.009
O -2.440 -0.412 -2.242
C -1.466 0.084 -1.676
O -0.725 -0.478 -0.786
H -1.209 1.122 -1.942
N -1.723 -3.844 2.985
C -1.319 -2.416 3.144
C -0.444 -2.099 1.911
O -0.411 -2.983 1.042
O 0.114 -0.964 1.919
H -1.271 -4.466 3.650
H -1.343 -4.017 2.003
H -2.727 -3.998 3.032
H -0.758 -2.242 4.057
H -2.191 -1.769 3.127
C -0.540 5.031 5.089
C -0.140 4.878 3.662
C 0.375 5.873 2.878
C 0.738 5.572 1.564
N 0.598 4.332 1.061
C 0.084 3.380 1.809
S -0.361 1.786 1.260
N -0.267 3.652 3.098
C 1.285 6.608 0.646
H -0.671 6.076 5.352
H 0.240 4.615 5.732
H -1.465 4.492 5.301
H 0.491 6.872 3.274
H -0.689 2.901 3.627
H 1.301 7.596 1.098
H 0.688 6.634 -0.266
H 2.300 6.332 0.349
C -5.509 -0.998 -1.653
N -5.278 -2.020 -2.672
C -6.120 -2.268 -3.729
C -5.536 -3.222 -4.489
N -4.337 -3.535 -3.895
C -3.362 -4.475 -4.443
C -4.181 -2.794 -2.781
Se -2.763 -2.888 -1.566
H -6.574 -0.931 -1.455
H -5.137 -0.039 -2.002
H -4.978 -1.268 -0.748
H -7.059 -1.756 -3.855
H -5.888 -3.703 -5.387
H -3.882 -5.206 -5.055
H -2.843 -4.982 -3.638
H -2.638 -3.945 -5.058
*
```

The following is a DFT calculation (the ωB97M-V functional and the def2-TZVPD basis) of a molecular structure, C31H38AlBr2N3OSi3 at a distorted geometry.

Summary:
Energy ... -209596.8503 eV
ΔE to the lowest compared entry with this formula, charge and spin ... 6.5993 eV
Gap between HOMO and LUMO ... 0.2787 hartree
Lowest unoccupied orbital energy ... -1.16 eV
F_max ... 0.0213 hartree/bohr
E_HOMO ... -8.74 eV

```
! wB97M-V def2-TZVPD RIJCOSX def2/J DEFGRID3
* xyz 0 1
Al -0.462 0.270 -0.424
C -1.611 4.686 0.037
C -1.062 4.093 -1.234
C -0.626 4.950 -2.269
C -0.131 4.415 -3.416
C -0.100 3.013 -3.576
C 0.365 2.365 -4.733
Br 1.158 3.348 -6.144
C 0.232 1.028 -4.858
C -0.303 0.261 -3.796
Br -0.622 -1.522 -4.389
C -0.649 0.736 -2.551
O 1.504 0.042 -1.068
C -0.576 2.196 -2.515
N -1.000 2.787 -1.362
H -1.902 5.723 -0.122
H -0.862 4.658 0.831
H -2.472 4.117 0.389
H -0.686 6.024 -2.137
H 0.225 5.052 -4.217
H 0.531 0.533 -5.769
C 1.701 -2.575 3.118
Si 1.535 -1.127 1.932
C 3.268 -0.956 1.196
C 1.462 0.407 2.999
C 0.122 -1.433 0.722
Si -1.318 -2.247 1.600
C -1.027 -4.063 2.004
C -1.736 -1.422 3.226
C -2.835 -2.267 0.460
Si 0.827 -2.552 -0.537
C 2.006 -3.918 -0.032
C -0.514 -3.488 -1.430
C 1.874 -1.248 -1.530
C 2.807 -1.530 -2.427
C 3.652 -0.630 -3.204
C 3.715 0.694 -3.114
C 2.985 1.539 -2.158
N 2.090 1.359 -1.276
H 2.553 -2.387 3.784
H 1.889 -3.516 2.587
H 0.813 -2.714 3.747
H 3.974 -1.015 2.036
H 3.419 0.018 0.715
H 3.550 -1.731 0.479
H 2.285 0.346 3.721
H 0.526 0.520 3.556
H 1.625 1.305 2.392
H -0.171 -4.221 2.668
H -0.869 -4.662 1.099
H -1.918 -4.459 2.508
H -1.063 -1.764 4.022
H -2.759 -1.681 3.526
H -1.668 -0.332 3.169
H -3.060 -3.292 0.144
H -2.672 -1.676 -0.449
H -3.725 -1.867 0.959
H 1.502 -4.538 0.722
H 2.942 -3.557 0.403
H 2.242 -4.566 -0.885
H -0.930 -4.199 -0.699
H -0.121 -4.064 -2.270
H -1.329 -2.862 -1.787
H 2.936 -2.590 -2.627
H 4.292 -1.111 -3.937
H 4.393 1.235 -3.762
H 3.260 2.592 -2.171
N -4.895 3.016 4.826
C -4.192 2.668 3.983
C -3.305 2.225 2.930
C -1.952 2.559 2.966
C -1.092 2.072 1.993
C -1.526 1.234 0.964
C -2.910 0.989 0.909
C -3.789 1.457 1.873
H -1.582 3.199 3.760
H -0.060 2.390 2.028
H -3.326 0.430 0.074
H -4.849 1.236 1.815
*
```